{"formula": "C4H5NO", "method": "ωB97M-V/def2-TZVPD", "symbols": ["O", "C", "N", "C", "C", "C", "H", "H", "H", "H", "H"], "xyz": [[-2.1874, -0.6606, -0.3608], [-1.0021, -0.5935, -0.2311], [-0.6097, 0.9149, 0.3628], [0.4764, 1.5807, 0.4706], [1.3847, -1.0338, -0.3651], [0.0946, -1.4858, -0.4374], [-1.4724, 1.3739, 0.6592], [1.3825, 1.0432, 0.1546], [0.4564, 2.6006, 0.8728], [2.0683, -1.8702, -0.6025], [-0.2582, -2.4974, -0.6846]], "forces_ev_per_angstrom": [[0.725, 0.183, 0.189], [-0.424, 0.272, 0.118], [0.166, 0.096, -0.049], [-0.175, -0.342, -0.123], [-0.150, -0.338, -0.003], [0.184, 0.178, 0.038], [0.022, -0.208, -0.149], [-0.124, 0.008, 0.005], [-0.148, -0.299, -0.058], [-0.137, 0.186, 0.028], [0.061, 0.265, 0.003]], "orbital_gap_ha": 0.2561, "e_tot_ev": -7762.15091, "mol_weight_g_mol": 83.09, "spin_multiplicity": 1, "de_lowest_kcal_mol": 100.90, "homo_energy_ev": -7.6, "lumo_ha": -0.022, "fmax_ev_per_a": 0.771}